Entry 1:
118
Properties=species:S:1:pos:R:3:lowdin_charge:R:1 method="wB97M-V/def2-TZVPD" total_energy_ha=-4816.8447 e_above_lowest_ev=0.000 total_charge=-1 orbital_gap_ev=4.62 spin_multiplicity=1 e_homo_ev=-3.610
Bi -0.5737 -0.0655 -0.3089 1.983
C 5.2351 -3.5819 -0.0430 -0.090
C 5.0739 -2.2694 -0.8215 -0.197
C 4.0012 -1.3907 -0.2476 -0.167
C 4.1711 -0.3464 0.6656 -0.153
C 5.5082 0.1052 1.2125 -0.183
C 6.3300 0.9599 0.2331 -0.087
C 2.8694 0.1431 0.9104 -0.234
C 2.5138 1.3668 1.7145 -0.163
C 0.1745 1.6588 2.2336 -0.377
C -0.2189 2.4763 3.2943 -0.169
C 0.6409 3.5001 3.9773 -0.195
C 1.3910 2.9388 5.1922 -0.084
C -1.5519 2.0899 3.5679 -0.157
C -1.8735 1.0771 2.6509 -0.281
C -3.1612 0.5661 2.3250 0.025
C -3.4675 -0.2634 1.2978 -0.255
N -2.5677 -0.8932 0.4189 -0.052
C -3.2919 -1.7831 -0.3123 -0.238
C -2.7831 -2.7354 -1.1792 0.000
C -1.4369 -2.9731 -1.4566 -0.236
N -0.3762 -2.2614 -1.0025 -0.042
C 0.7679 -2.8411 -1.5544 -0.254
C 2.0567 -2.4928 -1.3351 0.053
C 2.6197 -1.5058 -0.4796 -0.262
N 1.9294 -0.5698 0.2545 0.019
C 0.3718 -3.9590 -2.3869 -0.150
C -0.9777 -4.0543 -2.3111 -0.136
C -1.8695 -5.0279 -3.0191 -0.194
C -2.4180 -4.4364 -4.3254 -0.088
C 1.3023 -4.8599 -3.1366 -0.192
C 1.8593 -5.9786 -2.2466 -0.084
C -4.7029 -1.6762 0.0334 -0.128
C -4.8060 -0.7485 1.0170 -0.129
C -6.0451 -0.2958 1.7248 -0.185
C -6.2838 -1.0560 3.0375 -0.084
C -5.7905 -2.4962 -0.5862 -0.190
C -5.9418 -3.8721 0.0773 -0.087
N -0.7754 0.7938 1.8808 -0.057
C -2.4855 2.7070 4.5676 -0.196
C -2.5470 1.9311 5.8916 -0.093
H 6.0026 -4.2165 -0.4964 0.065
H 4.2938 -4.1354 -0.0269 0.062
H 5.5221 -3.3789 0.9910 0.070
H 4.8477 -2.4923 -1.8673 0.105
H 6.0254 -1.7329 -0.8109 0.094
H 6.0911 -0.7887 1.4534 0.101
H 5.3776 0.6509 2.1453 0.099
H 6.3549 0.4959 -0.7551 0.067
H 7.3593 1.0789 0.5838 0.069
H 5.9049 1.9566 0.1211 0.056
H 2.5721 1.2022 2.7923 0.158
H 0.0262 4.3455 4.3039 0.102
H 1.3734 3.8886 3.2602 0.102
H 0.6853 2.5762 5.9411 0.059
H 2.0247 3.7024 5.6529 0.069
H 2.0249 2.1007 4.8988 0.066
H -3.9916 0.9306 2.9200 0.105
H -3.4973 -3.3895 -1.6607 0.090
H 2.7848 -3.0897 -1.8722 0.102
H -2.6977 -5.3115 -2.3651 0.103
H -1.3084 -5.9401 -3.2367 0.101
H -2.9691 -3.5156 -4.1255 0.061
H -3.0831 -5.1422 -4.8320 0.067
H -1.5975 -4.1843 -5.0005 0.064
H 2.1263 -4.2751 -3.5518 0.108
H 0.7694 -5.3003 -3.9823 0.105
H 2.3899 -5.5575 -1.3901 0.063
H 2.5507 -6.6184 -2.8016 0.068
H 1.0466 -6.5996 -1.8635 0.074
H -6.9037 -0.4400 1.0661 0.102
H -5.9731 0.7740 1.9313 0.108
H -6.4081 -2.1225 2.8436 0.060
H -7.1822 -0.6931 3.5429 0.067
H -5.4335 -0.9367 3.7106 0.069
H -5.5828 -2.6295 -1.6502 0.107
H -6.7365 -1.9556 -0.5077 0.101
H -5.0004 -4.4231 0.0376 0.069
H -6.7125 -4.4644 -0.4229 0.067
H -6.2211 -3.7623 1.1264 0.058
H -3.4879 2.7610 4.1358 0.101
H -2.1675 3.7344 4.7666 0.101
H -2.8064 0.8878 5.7025 0.072
H -3.2920 2.3584 6.5695 0.064
H -1.5774 1.9513 6.3916 0.056
O 4.2425 3.0159 2.0494 0.121
C 3.4313 2.5201 1.3088 -0.291
O 1.2190 1.8465 1.3633 -0.051
C 3.1713 3.0836 -0.0730 -0.084
C 2.9369 4.4457 -0.1641 0.077
C 2.6162 5.0010 -1.3934 -0.125
C 2.5399 4.2338 -2.5393 0.091
C 2.7793 2.8843 -2.4234 -0.096
C 3.0818 2.2877 -1.2146 0.106
N 2.7744 2.0635 -3.6529 -0.345
O 2.4086 2.6028 -4.6789 0.050
O 3.1561 0.9183 -3.5576 0.094
N 2.3102 6.4226 -1.4823 -0.365
O 2.3021 6.9414 -2.5728 0.086
O 2.0868 7.0269 -0.4534 0.063
H 3.0125 5.0775 0.7097 0.134
H 2.3031 4.6738 -3.4957 0.134
H 3.2647 1.2201 -1.1803 0.124
N -1.3720 5.0532 -1.3122 0.089
C -1.4564 4.1916 -0.2769 -0.937
N -0.9136 4.5728 0.8902 0.123
S -2.2569 2.7300 -0.4274 0.651
H -0.9736 5.9729 -1.2317 0.096
H -1.7627 4.7648 -2.1906 0.089
H -0.3492 5.3985 0.9738 0.101
H -0.8989 3.8870 1.6388 0.068
Cl 0.2169 -1.3317 -5.0321 0.602
C -0.9082 0.0396 -4.8112 -1.488
Cl -0.3802 1.3997 -5.8040 0.602
Cl -2.5273 -0.4618 -5.3217 0.582
C -0.8412 0.3953 -3.2671 -0.866
O 0.1317 1.0742 -2.9074 -0.108
O -1.7390 -0.1315 -2.5655 -0.190

***

Entry 2:
52
Properties=species:S:1:pos:R:3:nbo_charge:R:1 method="wB97M-V/def2-TZVPD" total_energy_ha=-7753.4303 e_above_lowest_ev=0.033 orbital_gap_ev=6.73 spin_multiplicity=1 e_homo_ev=-7.682
Ni -0.1401 0.5902 -0.1101 0.915
Br -0.2017 -2.3609 6.6468 0.042
C -0.0895 -1.3333 5.0561 -0.152
C 0.4795 -0.0502 5.1024 -0.193
C 0.5695 0.7035 3.9640 -0.236
C 0.1022 0.2271 2.7078 0.405
O 0.2238 0.9980 1.6865 -0.717
C -0.4818 -1.0759 2.6877 -0.265
C -1.0354 -1.6456 1.5103 0.207
N -1.0670 -1.0640 0.3559 -0.566
C -1.6857 -1.6566 -0.7475 0.125
C -2.5845 -2.7015 -0.7415 -0.213
C -3.0934 -3.2017 -1.9513 -0.193
C -2.7241 -2.6678 -3.1553 -0.182
C -1.8385 -1.5702 -3.1966 -0.105
C -1.4229 -0.9431 -4.3896 -0.114
C -0.5769 0.1280 -4.3172 -0.252
C -0.1568 0.5954 -3.0637 0.094
N -0.5207 0.0380 -1.9301 -0.461
C -1.3401 -1.0527 -1.9826 0.222
C -0.5598 -1.8320 3.8780 -0.156
H 0.8460 0.3371 6.0437 0.228
H 1.0123 1.6905 3.9838 0.224
H -1.4541 -2.6459 1.6177 0.179
H -2.9212 -3.1375 0.1885 0.222
H -3.7935 -4.0263 -1.9191 0.222
H -3.1149 -3.0632 -4.0842 0.218
H -1.7791 -1.3173 -5.3412 0.223
H -0.2320 0.6375 -5.2056 0.230
H 0.4967 1.4522 -2.9931 0.226
H -1.0082 -2.8176 3.8409 0.220
I -2.8309 2.1897 0.1442 0.170
C -3.3254 1.2591 1.9887 -0.711
I -4.5387 -0.4771 1.8057 0.123
H -3.8749 1.9701 2.5912 0.229
H -2.3968 0.9720 2.4670 0.231
C 3.7429 3.0328 -1.8165 -1.083
Ge 2.7347 1.6662 -0.8063 1.580
C 2.9825 -0.0467 -1.7682 -1.090
C 3.5320 1.4594 0.9806 -1.078
C 0.8502 2.1681 -0.6027 -1.192
H 4.7985 2.7646 -1.8869 0.223
H 3.6685 4.0061 -1.3298 0.227
H 3.3489 3.1340 -2.8295 0.218
H 4.0253 -0.3613 -1.6979 0.227
H 2.7309 0.0372 -2.8273 0.215
H 2.3600 -0.8303 -1.3326 0.224
H 4.5740 1.1430 0.9154 0.221
H 2.9747 0.7170 1.5533 0.232
H 3.4916 2.4014 1.5290 0.227
H 0.4575 2.7109 -1.4680 0.184
H 0.7862 2.8494 0.2493 0.226

***

Entry 3:
54
Properties=species:S:1:pos:R:3:nbo_charge:R:1 method="wB97M-V/def2-TZVPD" total_energy_ha=-1890.0557 smiles="COc1ccc(C)cc1S(=O)(=O)N1CCN(C(=O)c2ncoc2-c2cccc(F)c2)CC1" e_above_lowest_ev=0.568 orbital_gap_ev=8.84 spin_multiplicity=1 e_homo_ev=-8.671
C 4.3939 0.7461 2.5258 -0.253
O 3.7429 1.0754 1.3188 -0.495
C 3.9503 0.3006 0.2297 0.298
C 4.6390 -0.9126 0.2312 -0.287
C 4.7552 -1.6530 -0.9311 -0.167
C 4.2029 -1.2204 -2.1314 -0.049
C 4.3369 -2.0390 -3.3778 -0.624
C 3.5312 -0.0054 -2.1309 -0.192
C 3.4036 0.7387 -0.9763 -0.320
S 2.5444 2.3166 -1.1028 2.330
O 2.4510 2.6209 -2.5023 -0.950
O 3.1465 3.2756 -0.2317 -0.921
N 0.9805 2.0873 -0.5838 -0.677
C 0.7332 1.8823 0.8211 -0.243
C 0.5601 0.3958 1.1612 -0.237
N -0.4184 -0.2033 0.2754 -0.422
C -1.6103 -0.5859 0.7823 0.648
O -1.8557 -0.5190 1.9777 -0.630
C -2.6179 -1.1470 -0.1493 -0.049
N -2.3016 -1.9404 -1.2244 -0.461
C -3.4305 -2.3606 -1.6833 0.327
O -4.4927 -1.9171 -1.0125 -0.401
C -3.9942 -1.1363 -0.0188 0.346
C -4.9305 -0.4769 0.8723 -0.094
C -6.2292 -0.9787 0.9834 -0.198
C -7.1496 -0.3677 1.8130 -0.193
C -6.7999 0.7570 2.5408 -0.273
C -5.5120 1.2477 2.4139 0.404
F -5.1683 2.3519 3.1053 -0.321
C -4.5704 0.6586 1.5946 -0.240
C -0.0577 -0.0798 -1.1173 -0.238
C 0.0672 1.4100 -1.4672 -0.242
H 4.1507 1.5532 3.2140 0.209
H 4.0268 -0.2016 2.9338 0.177
H 5.4785 0.6959 2.3959 0.184
H 5.0866 -1.2856 1.1385 0.225
H 5.2922 -2.5900 -0.9024 0.214
H 3.8405 -3.0009 -3.2555 0.220
H 5.3862 -2.2319 -3.5945 0.221
H 3.8947 -1.5239 -4.2255 0.219
H 3.1063 0.4020 -3.0350 0.243
H -0.1794 2.4243 1.0951 0.202
H 1.5798 2.3095 1.3569 0.250
H 1.5069 -0.1368 1.0383 0.196
H 0.2032 0.2801 2.1860 0.253
H -3.5709 -3.0079 -2.5255 0.199
H -6.5069 -1.8554 0.4190 0.222
H -8.1482 -0.7688 1.8952 0.219
H -7.5016 1.2503 3.1943 0.231
H -3.5791 1.0726 1.5374 0.245
H 0.9085 -0.5755 -1.2670 0.199
H -0.8007 -0.5686 -1.7438 0.252
H -0.9165 1.8873 -1.3806 0.200
H 0.4423 1.5502 -2.4804 0.244

***

Entry 4:
25
Properties=species:S:1:pos:R:3:nbo_charge:R:1 method="wB97M-V/def2-TZVPD" total_energy_ha=-385.1679 e_above_lowest_ev=1.982 total_charge=+1 orbital_gap_ev=9.59 spin_multiplicity=1 e_homo_ev=-12.798
N -2.0098 -0.3193 2.3075 -0.697
C -2.1610 0.1977 0.8774 -0.260
C -0.9182 0.9280 0.4180 -0.292
N -0.0503 0.1321 -0.4419 -0.690
C 0.3913 0.9342 -1.7222 -0.201
C 1.7028 0.3055 -2.2211 -0.425
C 2.8662 0.3953 -1.2394 -0.642
H -2.7828 0.0286 2.8751 0.441
H -1.9214 -1.3595 2.2939 0.486
H -1.1550 0.0853 2.6942 0.438
H -2.2368 -0.6365 0.1342 0.260
H -3.1006 0.7505 0.7675 0.239
H -1.2416 1.8719 -0.0838 0.246
H -0.3693 1.5846 1.1993 0.200
H 0.8123 -0.2797 -0.1240 0.376
H 0.5555 1.9168 -1.3577 0.184
H -0.4237 0.6970 -2.3981 0.212
H 1.9696 0.9173 -3.1182 0.236
H 1.4537 -0.7591 -2.4170 0.215
H 3.2842 1.3464 -0.9286 0.225
H 3.6579 -0.2199 -1.7567 0.234
H 2.8202 -0.0964 -0.2819 0.193
H 0.0079 -3.1015 2.1345 0.497
H -0.3915 -2.5063 0.7753 0.492
O -0.7595 -2.8130 1.6135 -0.967

***

Entry 5:
56
Properties=species:S:1:pos:R:3:nbo_charge:R:1 method="wB97M-V/def2-TZVPD" total_energy_ha=-1384.3460 e_above_lowest_ev=3.225 total_charge=+1 orbital_gap_ev=8.06 spin_multiplicity=1 e_homo_ev=-11.434
C -1.6570 3.9224 2.5263 -0.609
C -1.0411 2.9036 1.4570 -0.402
C -2.1078 1.7216 1.3411 -0.444
C -1.8984 0.7863 0.0933 -0.089
C -3.2948 0.2755 -0.5397 -0.420
C -4.3336 -0.0518 0.5977 -0.441
C -5.4363 -1.0999 0.1992 -0.066
O -4.9617 -2.4389 0.5079 -0.736
C -0.9260 1.2262 -1.0802 -0.259
N 0.0235 0.1845 -1.5502 -0.377
C 0.8050 0.6425 -2.7482 0.089
O 2.1549 0.8028 -2.3566 -0.522
C 2.3583 1.9818 -1.5591 -0.082
C 3.8579 2.1062 -1.0411 -0.638
C 0.1076 -0.9780 -0.9309 0.314
C 1.0394 -2.1344 -1.3879 -0.495
C 2.3083 -2.3353 -0.5020 -0.066
C 3.6226 -2.0615 -1.1296 -0.194
C 4.8898 -2.2541 -0.4115 -0.218
C 4.9157 -2.7436 0.9917 -0.185
C 3.6062 -2.9933 1.6060 -0.214
C 2.3257 -2.8023 0.8852 0.014
C 1.0019 -3.1446 1.6463 -0.658
S -1.0671 -0.8735 0.4269 0.348
H -2.6924 4.1714 2.1429 0.202
H -1.8177 3.4314 3.5242 0.216
H -1.0728 4.8745 2.5921 0.230
H -0.0303 2.5263 1.7593 0.215
H -1.0131 3.4957 0.4940 0.194
H -2.0218 1.0986 2.2813 0.238
H -3.1123 2.2341 1.3533 0.239
H -3.0227 -0.6501 -1.1284 0.219
H -3.6691 1.0177 -1.3038 0.221
H -3.8191 -0.4126 1.5323 0.222
H -4.8650 0.9080 0.8669 0.219
H -5.8127 -1.0162 -0.8516 0.187
H -6.3070 -0.9297 0.9028 0.178
H -5.5324 -2.7815 1.2163 0.480
H -0.4328 2.2288 -1.0688 0.255
H -1.6505 1.3422 -1.9492 0.229
H 0.3384 1.5525 -3.2061 0.210
H 0.7804 -0.1739 -3.5269 0.216
H 1.7050 2.0023 -0.6382 0.165
H 2.1159 2.8915 -2.1796 0.180
H 4.5197 1.3066 -1.4678 0.239
H 4.2663 3.1430 -1.1983 0.232
H 3.8427 1.9476 0.0712 0.218
H 1.3882 -1.8883 -2.4285 0.258
H 0.4465 -3.0874 -1.4293 0.272
H 3.7023 -1.7093 -2.1894 0.224
H 5.8722 -2.0717 -0.9028 0.231
H 5.8712 -2.9148 1.5433 0.240
H 3.5829 -3.3801 2.6576 0.227
H 1.2564 -3.9455 2.3985 0.241
H 0.2858 -3.6131 0.9214 0.215
H 0.6049 -2.2401 2.1694 0.234